Run one
The following is a DFT calculation (wB97M-V/def2-TZVPD) of a 2-piece molecular cluster, C5H10NS overall.

Its total charge is +1. The multiplicity is 1.

The geometry in XYZ format:
```
17
C5H10NS, DFT wB97M-V/def2-TZVPD
C 0.88 -0.41 -2.01
C 2.03 -0.04 -2.01
C -1.01 -0.89 0.30
C 0.23 -1.43 0.81
C -0.44 1.59 1.05
N -0.88 0.64 -0.07
S -2.46 -1.57 0.32
H 0.02 -1.02 -2.15
H 2.91 0.51 -1.83
H 0.63 -0.90 1.65
H 0.99 -1.30 -0.01
H 0.12 -2.49 1.03
H -0.73 2.66 0.88
H -0.91 1.38 2.08
H 0.63 1.57 1.21
H -0.21 0.76 -0.88
H -1.81 0.95 -0.38
```

Run two
The following is a DFT calculation (wB97M-V/def2-TZVPD) of C5H10NS as an isolated structure.

Its total charge is +1. The multiplicity is 1.

The geometry in XYZ format:
```
17
C5H10NS, DFT wB97M-V/def2-TZVPD
C 0.76 0.73 -0.18
C 2.02 0.96 -0.42
C -0.09 -0.55 -0.33
C -1.29 -0.04 0.51
C 0.42 -1.91 -0.07
N -0.27 1.61 0.13
S -2.89 0.08 -0.14
H 2.64 1.82 -0.14
H 2.55 -0.07 -0.68
H -0.35 -0.45 -1.36
H -1.19 -0.19 1.54
H 0.69 -2.18 0.97
H 1.29 -2.21 -0.61
H -0.25 -2.75 -0.44
H -0.15 2.35 0.81
H -0.51 2.19 -0.71
H -3.37 0.61 1.11
```

The winner here is run two, beating the second structure by 0.0282 hartree.